Entry 1:
C52H92Br25N4O | wB97M-V/def2-TZVPD

Values from the calculation:
Multiplicity   1
E_HOMO   -0.32393 Eh
LUMO energy   -3.925 eV
HOMO-LUMO gap   4.89 eV
Net charge   +1

Atoms and positions in Å:
C (-4.218, 2.302, -4.711)
C (-4.387, 0.858, -5.276)
C (-5.701, 0.202, -5.183)
C (-5.966, -1.151, -5.665)
C (-4.868, -1.871, -6.310)
C (-3.567, -1.226, -6.408)
C (-3.287, 0.125, -5.897)
C (-1.810, 0.672, -6.054)
N (-0.898, -0.208, -5.272)
C (0.018, 0.224, -4.462)
N (0.890, -0.719, -3.780)
Br (-0.066, -2.085, -2.922)
N (0.210, 1.608, -4.298)
C (-0.617, 2.214, -3.227)
C (-0.482, 1.513, -1.819)
C (0.300, 2.428, -0.761)
C (0.902, 1.428, 0.342)
C (1.112, 2.101, 1.747)
C (2.030, 1.092, 2.608)
C (3.518, 1.537, 2.319)
C (4.649, 0.766, 3.113)
C (4.420, 0.636, 4.667)
C (4.552, -0.843, 5.214)
C (3.604, -1.870, 4.498)
C (4.103, -3.367, 4.675)
N (5.033, -3.719, 3.593)
C (6.381, -3.907, 3.857)
C (7.151, -4.208, 2.650)
C (6.084, -4.199, 1.596)
C (4.807, -3.914, 2.238)
C (1.624, 2.010, -4.242)
C (2.272, 1.359, -5.632)
C (3.813, 1.885, -5.956)
O (3.366, 0.434, -5.438)
H (-3.658, 2.915, -5.465)
H (-5.251, 2.761, -4.655)
H (-3.773, 2.322, -3.688)
H (-6.546, 0.729, -4.686)
H (-6.945, -1.664, -5.572)
H (-4.951, -2.898, -6.725)
H (-2.727, -1.780, -6.898)
H (-1.819, 1.727, -5.707)
H (-1.522, 0.639, -7.142)
H (-1.026, -1.216, -5.422)
H (1.486, -1.175, -4.485)
H (-0.261, 3.276, -3.099)
H (-1.700, 2.316, -3.511)
H (-1.518, 1.375, -1.398)
H (0.035, 0.525, -1.817)
H (-0.388, 3.120, -0.221)
H (1.188, 2.932, -1.220)
H (0.104, 0.638, 0.486)
H (1.798, 0.875, -0.045)
H (1.692, 3.052, 1.669)
H (0.160, 2.207, 2.333)
H (1.708, 1.170, 3.675)
H (1.845, 0.020, 2.303)
H (3.706, 1.375, 1.224)
H (3.608, 2.623, 2.593)
H (4.799, -0.226, 2.600)
H (5.617, 1.324, 2.963)
H (3.464, 1.125, 5.006)
H (5.248, 1.212, 5.169)
H (5.616, -1.185, 5.168)
H (4.208, -0.798, 6.288)
H (2.590, -1.777, 4.964)
H (3.475, -1.621, 3.415)
H (3.241, -4.076, 4.692)
H (4.687, -3.438, 5.632)
H (6.856, -3.827, 4.915)
H (8.230, -4.388, 2.525)
H (6.272, -4.377, 0.511)
H (3.829, -3.865, 1.723)
H (1.768, 3.109, -4.379)
H (2.217, 1.572, -3.404)
H (1.561, 1.210, -6.530)
H (3.415, 2.130, -7.023)
H (4.681, 1.325, -6.383)
Br (-0.675, -3.355, -8.269)
C (-2.333, -3.391, -9.297)
C (-2.088, -3.835, -10.715)
Br (-1.301, -2.404, -11.777)
H (-2.771, -2.398, -9.228)
H (-2.974, -4.103, -8.777)
H (-3.029, -4.072, -11.210)
H (-1.418, -4.688, -10.788)
Br (6.572, 3.446, 0.627)
C (7.269, 2.461, -0.902)
C (6.364, 1.317, -1.275)
Br (6.568, -0.182, -0.047)
H (8.277, 2.144, -0.643)
H (7.319, 3.189, -1.710)
H (6.632, 0.920, -2.254)
H (5.310, 1.587, -1.273)
Br (-6.417, 1.109, -1.204)
C (-7.147, 2.916, -1.053)
C (-8.235, 3.136, -2.109)
Br (-7.460, 3.431, -3.916)
H (-6.321, 3.585, -1.114)
H (-7.572, 2.971, -0.049)
H (-8.810, 4.023, -1.896)
H (-8.912, 2.282, -2.197)
Br (-3.154, -3.759, 8.083)
C (-4.691, -3.628, 6.893)
C (-4.339, -4.053, 5.492)
Br (-3.328, -2.663, 4.564)
H (-5.051, -2.604, 6.953)
H (-5.438, -4.297, 7.319)
H (-5.240, -4.196, 4.898)
H (-3.737, -4.959, 5.455)
Br (-6.507, 8.596, -3.491)
C (-7.623, 7.936, -2.036)
C (-6.930, 6.841, -1.270)
Br (-6.972, 5.140, -2.259)
H (-8.567, 7.624, -2.478)
H (-7.797, 8.801, -1.396)
H (-7.451, 6.640, -0.332)
H (-5.885, 7.061, -1.059)
Br (-8.799, 0.152, 1.957)
C (-8.199, -1.464, 2.866)
C (-6.695, -1.529, 2.935)
Br (-5.928, -2.047, 1.220)
H (-8.641, -2.305, 2.338)
H (-8.626, -1.402, 3.866)
H (-6.374, -2.301, 3.634)
H (-6.238, -0.582, 3.213)
Br (10.648, -1.693, 6.927)
C (10.608, -3.631, 7.126)
C (10.575, -4.317, 5.785)
Br (8.797, -4.226, 4.983)
H (9.751, -3.867, 7.751)
H (11.523, -3.880, 7.662)
H (10.783, -5.381, 5.894)
H (11.269, -3.888, 5.066)
Br (9.676, 4.201, -3.167)
C (9.015, 5.886, -3.886)
C (7.937, 6.474, -3.011)
Br (6.237, 5.553, -3.259)
H (8.682, 5.688, -4.901)
H (9.885, 6.542, -3.914)
H (7.741, 7.509, -3.290)
H (8.171, 6.427, -1.950)
Br (14.696, 0.049, 5.972)
C (13.532, 1.609, 6.047)
C (12.288, 1.407, 5.219)
Br (12.662, 1.610, 3.318)
H (14.126, 2.462, 5.728)
H (13.278, 1.723, 7.100)
H (11.548, 2.174, 5.446)
H (11.839, 0.425, 5.350)
Br (-3.760, 9.050, -0.828)
C (-2.635, 8.280, 0.563)
C (-1.845, 7.108, 0.040)
Br (-2.961, 5.517, -0.130)
H (-3.288, 8.021, 1.393)
H (-1.968, 9.085, 0.869)
H (-1.060, 6.830, 0.742)
H (-1.405, 7.291, -0.938)
Br (-9.238, -3.821, 5.698)
C (-9.044, -4.738, 3.989)
C (-8.599, -6.162, 4.177)
Br (-6.700, -6.256, 4.598)
H (-8.352, -4.151, 3.391)
H (-10.034, -4.702, 3.534)
H (-8.714, -6.727, 3.252)
H (-9.127, -6.677, 4.977)
Br (-9.212, -9.665, 4.322)
C (-10.755, -9.533, 3.140)
C (-10.408, -9.958, 1.738)
Br (-9.404, -8.571, 0.807)
H (-11.114, -8.508, 3.201)
H (-11.500, -10.200, 3.571)
H (-11.311, -10.101, 1.146)
H (-9.807, -10.863, 1.701)

Forces on atoms 1 to 2 (eV/Å):
C -1.005 -0.368 -0.986
C -0.143 -1.405 -0.283


Entry 2:
C26H27B2CrF4N5O4P | wB97M-V/def2-TZVPD

Values from the calculation:
Multiplicity   5
E_HOMO (spin up / spin down)   -0.43132 / -0.43686 Eh
LUMO energy (spin up / spin down)   -4.287 / -4.845 eV
HOMO-LUMO gap (spin up / spin down)   7.45 / 7.04 eV
Net charge   +1

Atoms and positions in Å:
Cr (0.517, -2.746, 1.468)
C (2.580, -4.413, -1.858)
C (2.082, -3.579, -0.739)
N (0.972, -3.766, -0.143)
O (0.150, -4.775, -0.465)
B (-0.787, -5.050, 0.689)
F (0.083, -4.738, 1.895)
F (-1.222, -6.307, 0.660)
O (-1.906, -4.080, 0.787)
N (-1.416, -2.887, 1.208)
C (-2.163, -1.860, 1.301)
C (-3.609, -1.874, 0.980)
C (-1.385, -0.568, 1.586)
N (-0.037, -1.055, 2.069)
O (0.723, -0.196, 2.627)
B (2.131, -0.805, 2.902)
F (2.796, 0.034, 3.706)
F (1.849, -2.094, 3.422)
O (2.859, -0.979, 1.603)
N (2.320, -2.009, 0.939)
C (2.872, -2.453, -0.121)
C (4.146, -1.939, -0.680)
C (-2.061, 0.365, 2.599)
H (1.819, -5.122, -2.167)
H (2.868, -3.786, -2.706)
H (3.469, -4.963, -1.535)
H (-4.058, -2.795, 1.350)
H (-4.120, -1.007, 1.392)
H (-3.730, -1.873, -0.108)
H (4.674, -1.364, 0.074)
H (4.772, -2.763, -1.022)
H (3.945, -1.290, -1.538)
H (-2.827, -0.158, 3.173)
H (-1.325, 0.756, 3.300)
H (-2.529, 1.200, 2.083)
N (-1.099, -0.102, 0.255)
P (-0.664, 1.365, -0.245)
C (-2.096, 2.454, -0.419)
C (-2.004, 3.846, -0.451)
C (-3.140, 4.608, -0.684)
C (-4.365, 3.989, -0.892)
C (-4.459, 2.603, -0.878)
C (-3.328, 1.835, -0.648)
C (-0.024, 1.111, -1.911)
C (-0.120, -0.135, -2.524)
C (0.328, -0.295, -3.831)
C (0.868, 0.781, -4.520)
C (0.960, 2.028, -3.912)
C (0.513, 2.196, -2.610)
C (0.599, 2.252, 0.672)
C (1.939, 1.994, 0.375)
C (2.941, 2.625, 1.095)
C (2.612, 3.513, 2.111)
C (1.281, 3.752, 2.428)
C (0.274, 3.119, 1.715)
H (-1.051, 4.338, -0.304)
H (-3.070, 5.689, -0.704)
H (-5.247, 4.591, -1.076)
H (-5.414, 2.118, -1.051)
H (-3.388, 0.752, -0.648)
H (-0.550, -0.962, -1.974)
H (0.245, -1.262, -4.316)
H (1.212, 0.653, -5.541)
H (1.378, 2.869, -4.452)
H (0.581, 3.169, -2.134)
H (2.196, 1.296, -0.413)
H (3.982, 2.418, 0.871)
H (3.396, 4.016, 2.665)
H (1.028, 4.427, 3.236)
H (-0.762, 3.288, 1.984)

Forces on atoms 1 to 2 (eV/Å):
Cr 0.028 -1.478 0.775
C 0.142 0.050 -0.069


Entry 3:
C19H32FNO5 | wB97M-V/def2-TZVPD

Values from the calculation:
Multiplicity   1
E_HOMO   -0.21457 Eh
LUMO energy   -4.083 eV
HOMO-LUMO gap   1.76 eV
Net charge   0

Atoms and positions in Å:
C (-2.952, 3.583, 1.028)
C (-2.684, 2.043, 0.548)
O (-1.444, 2.012, -0.174)
C (-1.640, 2.272, -1.596)
C (-0.416, 1.813, -2.515)
C (-0.272, 0.183, -2.643)
C (1.122, -0.197, -1.967)
C (1.346, 0.331, -0.475)
C (0.439, -0.373, 0.642)
O (2.764, 0.053, -0.164)
C (3.153, 0.665, 1.084)
C (3.440, -0.561, 2.114)
C (2.972, -0.495, 3.584)
C (3.244, -1.728, 4.486)
C (3.959, -2.952, 3.843)
C (4.450, -3.026, 2.378)
C (4.180, -1.791, 1.473)
N (-1.487, -0.391, -2.033)
C (-1.432, -1.832, -1.754)
F (-2.605, -2.119, -0.904)
C (-1.575, -2.803, -3.016)
C (-1.478, -4.326, -2.427)
C (-0.151, -0.068, -4.248)
O (0.941, 0.030, -4.895)
O (-1.314, -0.359, -4.972)
H (-3.765, 4.060, 0.384)
H (-1.972, 4.187, 0.992)
H (-3.311, 3.573, 2.124)
H (-3.573, 1.605, -0.018)
H (-2.567, 1.439, 1.522)
H (-1.697, 3.429, -1.692)
H (-2.670, 1.905, -1.976)
H (0.579, 2.309, -2.204)
H (-0.635, 2.241, -3.569)
H (1.999, 0.211, -2.599)
H (1.259, -1.344, -1.967)
H (1.228, 1.465, -0.342)
H (0.777, -1.468, 0.760)
H (0.535, 0.111, 1.691)
H (-0.688, -0.360, 0.412)
H (2.407, 1.420, 1.504)
H (4.163, 1.192, 0.908)
H (2.425, 0.442, 3.944)
H (2.889, -1.710, 5.567)
H (4.125, -3.867, 4.500)
H (4.958, -3.921, 1.891)
H (4.501, -1.761, 0.375)
H (-2.306, -0.213, -2.633)
H (-0.538, -2.190, -1.148)
H (-2.517, -2.650, -3.637)
H (-0.652, -2.706, -3.706)
H (-0.668, -4.285, -1.609)
H (-2.470, -4.628, -1.948)
H (-1.098, -5.072, -3.211)
O (-3.315, 4.187, 4.353)
H (-2.412, 3.905, 4.629)
H (-3.566, 5.045, 4.766)
H (-3.984, 3.487, 4.540)

Forces on atoms 1 to 2 (eV/Å):
C -0.288 -0.494 -0.011
C 0.491 0.885 1.145